Entry 1:
Computed, not measured: 3 unconnected molecules or ions with the total composition C19H45FNO8P2 at a distorted geometry, with ωB97M-V/def2-TZVPD.

Properties
gap between HOMO and LUMO = 7.83 eV
F_max = 10.0 eV/A
LUMO level = -0.1387 hartree
relative energy (zero: lowest compared OMol25 entry of this formula, charge and spin) = 243.4 kcal per mole
charge = +1

XYZ file:
```
76
Properties=species:S:1:pos:R:3:lowdin_charge:R:1
C -1.82 -2.43 -1.17 -0.026
C -0.52 -1.45 -1.37 -0.216
F 0.67 -2.36 -1.55 -0.059
N -0.60 -0.51 -2.55 -0.112
C -1.60 0.62 -2.42 -0.128
C -1.21 1.78 -1.32 -0.161
C 0.39 2.05 -1.13 -0.189
C 1.38 0.86 -1.68 -0.168
C 0.76 0.07 -2.97 -0.092
H -1.80 -2.80 -0.03 0.113
H -2.86 -1.91 -1.31 0.096
H -1.77 -3.43 -1.80 0.118
H -0.36 -0.87 -0.34 0.188
H -0.91 -1.09 -3.39 0.209
H -1.87 1.13 -3.45 0.166
H -2.62 0.13 -2.04 0.143
H -1.71 1.54 -0.28 0.122
H -1.67 2.79 -1.74 0.138
H 0.57 2.19 0.04 0.128
H 0.77 3.08 -1.61 0.131
H 2.40 1.37 -2.05 0.143
H 1.68 0.18 -0.77 0.121
H 1.50 -0.74 -3.39 0.159
H 0.49 0.88 -3.81 0.166
O 0.73 7.78 -0.92 -0.225
P 0.60 7.48 0.59 0.741
O -1.02 7.15 0.53 -0.228
C -1.42 5.88 0.04 -0.313
C -1.32 4.84 1.14 -0.086
O 0.45 9.08 1.04 -0.233
C 1.19 10.08 0.34 -0.314
C 0.28 10.81 -0.63 -0.073
O 0.46 7.15 2.29 -0.219
C 1.67 7.16 3.02 -0.310
C 1.95 8.53 3.60 -0.072
H -0.82 5.60 -0.82 0.095
H -2.46 5.97 -0.29 0.123
H -0.28 4.67 1.42 0.063
H -1.75 3.89 0.80 0.052
H -1.85 5.16 2.04 0.090
H 2.06 9.65 -0.16 0.106
H 1.56 10.79 1.09 0.113
H -0.19 10.12 -1.34 0.073
H 0.85 11.55 -1.20 0.080
H -0.53 11.31 -0.10 0.081
H 2.50 6.82 2.39 0.109
H 1.56 6.44 3.84 0.116
H 2.32 9.21 2.83 0.063
H 2.71 8.48 4.39 0.083
H 1.03 8.98 4.02 0.094
O -1.98 -7.63 -0.12 -0.226
P -0.47 -7.97 -0.05 0.742
O -0.70 -9.44 0.67 -0.232
C -1.11 -10.52 -0.15 -0.307
C 0.09 -11.13 -0.86 -0.087
O -0.21 -7.12 1.36 -0.233
C -0.90 -5.90 1.59 -0.327
C -2.05 -6.12 2.56 -0.071
O 1.21 -8.35 0.04 -0.214
C 2.09 -7.41 -0.57 -0.308
C 2.56 -6.37 0.42 -0.076
H -1.86 -10.19 -0.87 0.106
H -1.57 -11.27 0.50 0.123
H 0.51 -10.42 -1.58 0.064
H -0.20 -12.04 -1.40 0.079
H 0.88 -11.37 -0.15 0.085
H -1.25 -5.45 0.65 0.087
H -0.19 -5.19 2.03 0.109
H -2.74 -6.89 2.20 0.077
H -2.62 -5.20 2.71 0.073
H -1.67 -6.47 3.53 0.084
H 1.60 -6.94 -1.43 0.106
H 2.95 -7.98 -0.94 0.120
H 1.78 -5.63 0.61 0.055
H 3.44 -5.84 0.04 0.079
H 2.81 -6.83 1.39 0.094
```



Entry 2:
Computed, not measured: C5H7N3 in the gas phase at a distorted geometry, with ωB97M-V/def2-TZVPD.

Properties
gap between HOMO and LUMO = 8.28 eV
F_max = 2.9 eV/A
LUMO level = 0.0028 hartree
relative energy (zero: lowest compared OMol25 entry of this formula, charge and spin) = 45.6 kcal per mole

XYZ file:
```
15
Properties=species:S:1:pos:R:3:nbo_charge:R:1
C -0.15 2.34 0.55 -0.455
C 0.13 0.01 0.64 0.161
C 0.44 -1.28 1.21 -0.328
C 0.31 -2.27 0.27 0.030
C -0.21 -0.28 -0.81 0.377
H -0.04 3.13 1.29 0.191
H -1.22 2.37 0.25 0.209
H 0.51 2.61 -0.28 0.214
H 0.72 -1.31 2.26 0.235
H 0.61 -3.29 0.32 0.221
H -0.14 -2.20 -1.74 0.403
H -0.64 0.16 -2.63 0.338
N 0.14 1.10 1.29 -0.343
N 0.02 -1.67 -0.92 -0.614
N -0.47 0.58 -1.71 -0.640
```



Entry 3:
Computed, not measured: C9H12FN3 in the gas phase at a distorted geometry, with ωB97M-V/def2-TZVPD.

Properties
gap between HOMO and LUMO = 9.50 eV
F_max = 2.4 eV/A
LUMO level = 0.0271 hartree
relative energy (zero: lowest compared OMol25 entry of this formula, charge and spin) = 14.8 kcal per mole

XYZ file:
```
25
Properties=species:S:1:pos:R:3:nbo_charge:R:1
C -2.40 1.82 -0.82 -0.236
C -1.04 1.17 -0.81 -0.040
C -0.47 0.77 -2.00 -0.151
C 0.67 -0.03 -1.96 -0.217
C 1.21 -0.38 -0.76 -0.235
C 0.64 0.02 0.45 0.139
C 1.74 -1.58 2.05 0.396
C 1.08 -2.74 1.39 -0.019
C -0.50 0.75 0.41 -0.230
H -3.46 3.20 -2.06 0.358
H -1.93 3.66 -1.81 0.356
H -3.18 1.06 -0.92 0.207
H -2.55 2.31 0.16 0.181
H -0.96 1.02 -2.94 0.227
H 1.09 -0.46 -2.84 0.215
H 2.13 -0.97 -0.69 0.213
H 1.82 0.42 2.18 0.415
H 2.74 -2.66 3.20 0.355
H 1.35 -2.82 0.34 0.188
H 0.01 -2.66 1.48 0.188
H -0.96 1.11 1.33 0.217
N -2.51 2.85 -2.00 -0.844
N 1.34 -0.32 1.65 -0.633
N 2.59 -1.66 2.99 -0.693
F 1.54 -3.88 1.99 -0.355
```



Entry 4:
Computed, not measured: a molecular structure, C30H18Cl5LiN2O4Se2Te, with ωB97M-V/def2-TZVPD.

Properties
gap between HOMO and LUMO = 5.34 eV
F_max = 0.4 eV/A
LUMO level = 0.1436 hartree
relative energy (zero: lowest compared OMol25 entry of this formula, charge and spin) = 19.8 kcal per mole
charge = -2

XYZ file:
```
63
Properties=species:S:1:pos:R:3:nbo_charge:R:1
Li 0.25 0.00 0.20 0.821
Cl -0.78 -0.01 3.32 -0.046
C 0.97 0.28 3.27 0.031
C 1.54 0.63 2.05 -0.415
C 2.91 0.85 2.11 -0.072
Cl 3.75 1.39 0.66 -0.036
C 3.67 0.73 3.27 -0.103
Cl 5.38 1.04 3.29 -0.007
C 3.04 0.35 4.46 -0.104
Cl 3.96 0.18 5.92 -0.007
C 1.67 0.12 4.46 -0.144
Cl 0.88 -0.33 5.94 -0.008
Se -1.82 -1.05 -2.65 -0.468
Se -0.32 3.11 -2.69 0.013
C 0.57 1.43 -2.94 0.098
C 0.52 0.80 -4.18 -0.277
C 1.19 -0.40 -4.31 -0.145
C 1.87 -0.92 -3.22 -0.256
C 1.87 -0.22 -2.03 0.058
N 1.22 0.95 -1.89 -0.538
C -2.56 -0.10 -1.22 0.065
C -3.97 -0.06 -1.06 -0.295
C -4.54 0.71 -0.07 -0.186
C -3.72 1.44 0.78 -0.332
C -2.36 1.33 0.60 0.047
N -1.78 0.58 -0.36 -0.587
H -0.04 1.23 -5.00 0.216
H 1.15 -0.94 -5.24 0.202
H 2.39 -1.88 -3.26 0.223
H 2.40 -0.61 -1.16 0.256
H -4.58 -0.64 -1.75 0.215
H -5.62 0.74 0.04 0.188
H -4.11 2.07 1.58 0.198
H -1.67 1.87 1.25 0.200
Te 0.77 3.30 -0.39 0.543
C 0.09 5.30 -0.12 -0.303
C -1.17 5.74 -0.52 -0.248
C -1.58 7.04 -0.24 -0.203
C -0.76 7.91 0.46 -0.247
C 0.50 7.47 0.87 -0.237
C 0.92 6.18 0.57 -0.185
H -1.84 5.07 -1.04 0.223
H -2.57 7.37 -0.57 0.200
H -1.08 8.91 0.68 0.197
H 1.15 8.14 1.42 0.200
H 1.91 5.86 0.87 0.206
O 2.67 -2.58 0.04 -0.744
C 1.43 -2.72 0.10 0.775
O 0.55 -1.83 0.23 -0.833
C 0.88 -4.15 0.02 -0.127
C 1.73 -5.23 0.18 -0.189
C 1.27 -6.55 0.11 -0.284
C -0.07 -6.71 -0.13 0.195
O -0.78 -7.90 -0.26 -0.506
C -2.13 -7.51 -0.48 0.245
O -2.20 -6.10 -0.54 -0.501
C -0.92 -5.64 -0.30 0.269
C -0.48 -4.34 -0.23 -0.240
H 2.78 -5.01 0.35 0.234
H 1.93 -7.40 0.24 0.206
H -2.74 -7.88 0.35 0.136
H -2.48 -7.94 -1.42 0.141
H -1.13 -3.48 -0.39 0.276
```



Question: Among the records above, which one has the highest F_max?
Answer: C19H45FNO8P2